DFT (ωB97M-V/def2-TZVPD) results for a molecular structure, C22H45FeN2P3SSe.

Results
- HOMO-LUMO gap (alpha / beta) (Eh) = 0.31671 / 0.19679
- LUMO energy (alpha / beta) (eV) = -7.731 / -11.293
- spin multiplicity = 6
- HOMO level (alpha / beta) (Eh) = -0.6008 / -0.6118
- total charge = +3

XYZ file:
```
75
C22H45FeN2P3SSe | OMol25 | ωB97M-V/def2-TZVPD
Fe 1.6373 -0.4815 -0.3379
P -0.2772 -0.5948 -1.5493
P 0.8572 -1.9894 1.2782
P 2.9740 -1.4066 -1.8135
H -0.9825 4.2005 0.4661
C -0.1895 4.1795 -0.2974
C -0.4213 3.9002 -1.5946
H -1.4119 3.6895 -2.0168
C -1.7927 0.2232 -0.9283
C -0.9507 -2.2252 -2.0858
C -0.1049 0.2945 -3.1468
C 1.5401 -1.6295 2.9277
C -0.9561 -2.1255 1.5383
C 1.3342 -3.7457 1.0620
C 3.3345 -0.2826 -3.2066
C 2.3841 -2.9511 -2.6489
C 4.6425 -1.8421 -1.2045
H 0.7868 4.5720 0.0288
H 0.4203 3.8776 -2.3070
H -1.5659 1.2675 -0.6703
H -2.1670 -0.2804 -0.0300
H -2.5676 0.1941 -1.7080
H -1.2337 -2.8503 -1.2314
H -0.2253 -2.7816 -2.6901
H -1.8464 -2.0364 -2.6941
H 0.4329 1.2405 -3.0008
H -1.1117 0.5195 -3.5257
H 0.4242 -0.3189 -3.8884
H 1.0958 -2.2882 3.6827
H 1.3702 -0.5766 3.1705
H 2.6150 -1.8232 2.8935
H -1.1442 -2.8083 2.3779
H -1.4667 -2.4972 0.6425
H -1.3488 -1.1311 1.7887
H 0.9540 -4.3368 1.9032
H 2.4265 -3.8323 1.0383
H 0.9267 -4.1628 0.1344
H 4.3125 0.1833 -3.0259
H 2.5804 0.5123 -3.2608
H 3.3406 -0.8472 -4.1536
H 3.2347 -3.5538 -2.9949
H 1.7452 -2.6971 -3.5073
H 1.7988 -3.5645 -1.9460
H 5.3234 -1.0046 -1.4135
H 5.0092 -2.7668 -1.6785
H 4.6017 -1.9912 -0.1178
C 3.6843 2.3681 -0.2344
C 4.6880 1.6776 0.4658
C 5.9779 2.2002 0.5859
C 6.2678 3.4696 0.0857
C 5.3019 4.1605 -0.6602
C 4.0204 3.6120 -0.8184
S 2.0498 1.7662 -0.3209
H 1.7168 -2.0242 -0.5255
H 4.3978 0.7315 0.9165
H 6.7395 1.6138 1.0943
H 7.2333 3.9329 0.2714
H 5.5507 5.1080 -1.1570
H 3.2216 4.1081 -1.3778
C -1.2922 -0.0688 4.8951
N -2.3645 0.4307 4.0676
C -3.7011 0.1846 4.3065
C -4.3963 0.7754 3.3031
N -3.4752 1.3736 2.4686
C -3.8311 2.1092 1.2797
C -2.1934 1.1216 2.8926
Se -0.5905 1.5567 2.1359
H -1.0883 -1.1308 4.6913
H -1.5660 0.0488 5.9520
H -0.3840 0.5038 4.6934
H -4.0152 -0.3841 5.1630
H -5.4544 0.8339 3.1180
H -3.9802 1.4389 0.4252
H -4.7642 2.6518 1.4693
H -3.0504 2.8286 1.0295
```

The Löwdin scheme yields these atomic charges, measured in e:
1 Fe -0.182
2 P 0.753
3 P 0.759
4 P 0.738
5 H 0.027
6 C -0.142
7 C -0.090
8 H 0.062
9 C -0.272
10 C -0.209
11 C -0.228
12 C -0.233
13 C -0.228
14 C -0.227
15 C -0.207
16 C -0.216
17 C -0.203
18 H 0.052
19 H 0.053
20 H 0.010
21 H 0.017
22 H 0.073
23 H 0.033
24 H 0.031
25 H 0.073
26 H 0.028
27 H 0.068
28 H 0.056
29 H 0.067
30 H 0.010
31 H 0.061
32 H 0.074
33 H 0.034
34 H -0.011
35 H 0.072
36 H 0.064
37 H 0.050
38 H 0.060
39 H 0.020
40 H 0.078
41 H 0.071
42 H 0.053
43 H 0.032
44 H 0.054
45 H 0.071
46 H 0.045
47 C -0.589
48 C -0.090
49 C -0.020
50 C 0.011
51 C -0.006
52 C -0.055
53 S 0.756
54 H -0.047
55 H 0.094
56 H 0.129
57 H 0.138
58 H 0.137
59 H 0.115
60 C -0.014
61 N -0.108
62 C 0.051
63 C 0.051
64 N -0.092
65 C 0.003
66 C -0.640
67 Se 0.969
68 H 0.102
69 H 0.124
70 H 0.062
71 H 0.157
72 H 0.158
73 H 0.102
74 H 0.123
75 H 0.079

***

DFT (ωB97M-V/def2-TZVPD) results for 10 unconnected molecules or ions with the total composition C18H45BF4N3O6.

Results
- relative energy (zero: lowest compared OMol25 entry of this formula, charge and spin) (kJ/mol) = 470.34
- HOMO-LUMO gap (Eh) = 0.37355
- LUMO energy (eV) = 2.693
- HOMO level (Eh) = -0.2746
- total charge = -1

XYZ file:
```
77
C18H45BF4N3O6 | OMol25 | ωB97M-V/def2-TZVPD
B 0.5570 -0.1365 -0.0698
F 0.6580 0.6055 -1.3378
F -0.4870 -1.0765 -0.1248
F 1.7340 -0.9855 -0.0188
F 0.5170 0.6945 0.9672
C 3.2960 2.5325 0.6092
C 4.5950 3.2415 0.3982
N 5.6340 3.7495 0.2952
H 2.5210 3.2635 0.5442
H 3.0000 1.3685 0.2702
H 3.0420 2.3255 1.7382
C 1.2010 -1.0685 3.8272
C 0.1010 -1.0185 4.8882
N -0.6910 -1.0275 5.5692
H 1.9910 -1.6995 4.2212
H 0.7320 -1.5605 3.1412
H 1.4620 -0.1765 3.6532
C 3.2920 -3.0325 -2.0328
C 4.1890 -1.9055 -1.4648
N 4.9490 -1.0575 -1.0218
H 2.5830 -2.4865 -2.5678
H 3.8130 -4.0595 -2.3198
H 2.5000 -3.4295 -1.3138
C -2.8840 -2.8015 -2.7358
C -1.3960 -3.2025 -3.3708
O -0.4410 -3.2165 -2.2988
H -3.0120 -3.4155 -1.8498
H -3.5050 -3.0425 -3.6398
H -2.8160 -1.6255 -2.4888
H -0.9690 -2.6665 -4.2058
H -1.3130 -3.9505 -3.9828
H -0.0810 -2.2665 -2.0078
C -0.7210 0.6245 -4.5108
C 0.8160 0.5665 -4.7758
O 1.3580 -0.4035 -4.0378
H -1.4170 1.2605 -5.0738
H -0.9120 0.9775 -3.4308
H -1.2830 -0.3935 -4.8408
H 1.1570 1.7245 -4.6118
H 1.1370 0.4425 -5.8408
H 1.3660 0.0645 -3.1998
C -1.2980 3.8315 4.2622
C -0.7500 2.5295 3.6072
O -0.7960 2.7035 2.1502
H -2.2410 4.0355 4.0072
H -0.8130 4.7155 3.9752
H -1.2330 3.7825 5.3092
H -1.3200 1.6005 3.7722
H 0.3610 2.1805 3.8452
H -0.3970 1.8585 1.7652
C 0.3610 5.3875 -1.4998
C -0.0450 4.0395 -1.2888
O 0.3210 3.2055 -2.3188
H 0.2870 5.8805 -0.6218
H -0.4360 5.8235 -2.1158
H 1.5160 5.4655 -1.8528
H -1.1330 4.1245 -1.1638
H 0.2380 3.7135 -0.3808
H -0.0110 2.3865 -2.0418
C -4.4510 -0.1165 2.0792
C -3.1110 0.0175 1.5562
O -2.5890 -1.2415 1.0262
H -5.2300 -0.6825 1.5382
H -4.9890 0.7185 2.2182
H -4.4710 -0.3895 3.1122
H -2.4490 0.2935 2.2282
H -2.8960 0.5105 0.7632
H -2.0600 -1.0575 0.3352
C 0.0100 -4.8205 2.1002
C 0.4680 -3.7115 1.2032
O 1.8430 -3.3785 1.4962
H 0.4970 -5.8495 1.8632
H -1.2220 -4.9745 1.9532
H 0.0190 -4.5425 3.2762
H -0.2470 -3.1615 1.6052
H 0.1150 -4.0515 0.2612
H 1.8780 -2.5635 1.0282
```

The Löwdin scheme yields these atomic charges, measured in e:
1 B -1.193
2 F 0.056
3 F 0.116
4 F 0.063
5 F 0.207
6 C -0.084
7 C -0.273
8 N 0.098
9 H 0.031
10 H 0.144
11 H 0.100
12 C 0.036
13 C -0.272
14 N 0.135
15 H 0.104
16 H -0.001
17 H -0.009
18 C -0.069
19 C -0.225
20 N 0.085
21 H 0.013
22 H 0.124
23 H 0.075
24 C -0.040
25 C -0.280
26 O -0.141
27 H 0.049
28 H 0.057
29 H 0.104
30 H 0.083
31 H 0.028
32 H 0.131
33 C -0.097
34 C -0.404
35 O -0.052
36 H 0.048
37 H 0.075
38 H 0.100
39 H 0.149
40 H 0.109
41 H 0.064
42 C -0.057
43 C -0.254
44 O -0.148
45 H 0.025
46 H 0.057
47 H 0.057
48 H 0.085
49 H 0.132
50 H 0.057
51 C -0.099
52 C -0.411
53 O -0.027
54 H 0.031
55 H 0.086
56 H 0.148
57 H 0.129
58 H 0.062
59 H 0.015
60 C -0.062
61 C -0.244
62 O -0.047
63 H 0.100
64 H 0.028
65 H 0.078
66 H 0.056
67 H 0.067
68 H -0.042
69 C -0.137
70 C -0.352
71 O -0.046
72 H 0.082
73 H 0.132
74 H 0.107
75 H 0.035
76 H 0.100
77 H 0.014

***

DFT (ωB97M-V/def2-TZVPD) results for a molecular structure, C50H66B3ClF9NO31S2.

Results
- HOMO-LUMO gap (Eh) = 0.28487
- LUMO energy (eV) = -0.198
- HOMO level (Eh) = -0.2921
- total charge = 0

XYZ file:
```
163
C50H66B3ClF9NO31S2 | OMol25 | ωB97M-V/def2-TZVPD
C 0.3046 -2.2727 5.4157
C 1.7778 -2.4134 5.7902
C 2.3485 -3.7902 5.4374
C 3.0968 -3.8617 4.1035
N 2.4096 -3.1830 2.9959
C 2.5122 -3.9057 1.7085
C 1.2667 -3.6616 0.8759
C -0.0388 -3.9593 1.6103
C -1.1151 -4.4360 0.6257
B -1.6411 -3.2651 -0.2665
O -2.5834 -3.4397 -1.2890
B -3.4474 -2.3972 -1.4684
Cl -5.1033 -2.7337 -2.0131
O -3.0760 -1.1079 -1.2142
B -2.2916 -1.1160 -0.0413
C -2.8468 -0.2721 1.1523
O -1.9568 -0.0813 2.2375
C -2.4853 0.8352 3.1529
C -2.3821 2.1804 2.7949
C -2.8765 3.1930 3.6117
C -2.7494 4.6231 3.1807
C -3.4554 2.8055 4.8142
C -3.5407 1.4582 5.1736
C -3.0629 0.4218 4.3565
C -3.1552 -1.0301 4.8583
C -3.2807 -2.0983 3.7842
C -4.3827 -1.1939 5.7785
O -1.2040 -1.9584 -0.0241
C 2.8390 -1.8479 2.7779
S 1.7553 -0.6715 2.5419
S 4.5954 -1.5013 2.7047
C 4.8868 -0.7973 1.0478
C 5.5091 0.5965 1.1607
C 4.5010 1.5964 1.7326
H -0.2580 -2.9509 6.0568
H -0.0428 -1.2715 5.6590
H 0.1261 -2.5171 4.3750
H 2.3704 -1.5973 5.3889
H 1.8222 -2.3145 6.8747
H 1.5452 -4.5248 5.4579
H 3.0694 -4.0652 6.2061
H 3.1942 -4.9133 3.8501
H 4.1160 -3.5023 4.2619
H 3.3659 -3.5108 1.1511
H 2.6512 -4.9711 1.8581
H 1.2490 -2.6082 0.6040
H 1.2789 -4.2139 -0.0632
H -0.4224 -3.0797 2.1194
H 0.0951 -4.7183 2.3810
H -1.9918 -4.8479 1.1325
H -0.7170 -5.2191 -0.0201
H -3.7557 -0.7969 1.4734
H -3.2116 0.6716 0.7392
H -1.9244 2.4464 1.8543
H -2.2303 4.6492 2.2261
H -3.7280 5.0688 3.0218
H -2.1738 5.2369 3.8672
H -3.8348 3.5655 5.4825
H -3.9863 1.2541 6.1313
H -2.2875 -1.1974 5.4922
H -2.4029 -2.1489 3.1511
H -3.3401 -3.0666 4.2782
H -4.1853 -1.9721 3.1969
H -4.2687 -0.6788 6.7220
H -4.5197 -2.2558 5.9686
H -5.2877 -0.8531 5.2812
H 5.6128 -1.4526 0.5768
H 3.9929 -0.7929 0.4318
H 6.3319 0.5130 1.8698
H 5.9043 0.9138 0.2041
H 3.5191 1.4402 1.3028
H 4.4302 1.4597 2.8071
H 4.8373 2.6207 1.5970
C 1.8310 7.3623 3.0013
C 1.1096 6.9175 4.2537
O 0.7942 5.5684 3.9546
C 1.7388 5.1096 3.0831
O 1.9104 3.9637 2.8453
O 2.4443 6.1401 2.5618
F -0.0406 7.6083 4.4528
H 1.1387 7.7113 2.2431
H 2.5779 8.1285 3.1835
H 1.7088 6.9569 5.1649
C -5.1771 -5.0168 -4.8134
C -5.1635 -4.1691 -6.0622
O -5.3652 -5.1269 -7.0896
C -6.0839 -6.1527 -6.5324
O -6.6567 -6.9878 -7.1472
O -6.0632 -6.0751 -5.1857
F -3.9626 -3.5647 -6.2473
H -4.1890 -5.4253 -4.5953
H -5.5465 -4.4879 -3.9415
H -5.9519 -3.4182 -6.1171
C 9.7079 1.0479 0.6085
C 10.6793 0.1693 -0.1401
O 9.9124 -1.0120 -0.3509
C 8.6069 -0.6409 -0.3928
O 7.7262 -1.3237 -0.8076
O 8.4458 0.6106 0.0847
F 11.7679 -0.1401 0.6042
H 9.7369 0.8619 1.6834
H 9.8596 2.1049 0.4221
H 11.0010 0.5651 -1.0999
C 5.1513 -0.1634 -4.3043
C 6.5102 -0.5312 -4.8555
O 7.2912 0.5997 -4.5143
C 6.7412 1.1529 -3.3946
O 7.2802 1.9385 -2.6948
O 5.4983 0.6564 -3.1851
F 6.4922 -0.6729 -6.2040
H 4.5766 0.4223 -5.0231
H 4.5674 -1.0231 -3.9871
H 6.9542 -1.4224 -4.4094
C -7.3983 -0.5112 2.7493
C -8.2206 -0.4091 4.0144
O -7.6943 0.7527 4.6243
C -7.2132 1.5595 3.6312
O -6.9241 2.6956 3.7654
O -7.1107 0.8612 2.4700
F -8.0296 -1.4720 4.8335
H -6.4666 -1.0522 2.9251
H -7.9339 -0.9705 1.9226
H -9.2913 -0.2767 3.8494
C -7.1621 -5.1735 -9.5726
C -7.5923 -3.7314 -9.5809
O -7.6928 -3.4427 -10.9639
C -7.9861 -4.6190 -11.6005
O -8.3808 -4.6961 -12.7135
O -7.7741 -5.6682 -10.7744
F -6.6589 -2.9180 -9.0176
H -6.0802 -5.2757 -9.6440
H -7.5148 -5.7128 -8.7050
H -8.5553 -3.5489 -9.1022
C 12.5784 6.0031 -0.6744
C 11.8956 5.7168 0.6442
O 11.3847 4.4092 0.4388
C 12.1928 3.7924 -0.4688
O 12.1984 2.6256 -0.6757
O 12.9852 4.6926 -1.0875
F 10.8706 6.5653 0.8853
H 11.8798 6.4146 -1.4035
H 13.4366 6.6627 -0.5820
H 12.5618 5.7094 1.5083
C 0.5196 6.9355 -1.4286
C 1.9581 6.7378 -1.8520
O 2.5867 7.9008 -1.3371
C 1.8759 8.3032 -0.2514
O 2.2608 9.0684 0.5673
O 0.6708 7.6839 -0.2164
F 2.0931 6.7154 -3.1987
H -0.0325 7.5303 -2.1570
H -0.0087 6.0041 -1.2450
H 2.4386 5.8539 -1.4297
C -8.6880 -0.6471 -6.3035
C -9.4868 -1.0512 -5.0858
O -9.7902 -2.4090 -5.3619
C -8.8026 -2.8955 -6.1586
O -8.6141 -4.0487 -6.3655
O -8.0615 -1.8839 -6.6706
F -10.6369 -0.3492 -4.9723
H -9.3346 -0.3127 -7.1151
H -7.9431 0.1163 -6.0979
H -8.9393 -0.9907 -4.1435
```

Atomic partial charges in e from the Löwdin method, atoms 1 to 99:
1 C -0.124
2 C -0.255
3 C -0.181
4 C -0.206
5 N -0.199
6 C -0.180
7 C -0.189
8 C -0.202
9 C -0.052
10 B -0.487
11 O 0.257
12 B -1.010
13 Cl 0.777
14 O 0.256
15 B -0.466
16 C -0.057
17 O -0.082
18 C -0.204
19 C 0.035
20 C -0.260
21 C -0.039
22 C -0.034
23 C -0.022
24 C -0.095
25 C -0.323
26 C -0.057
27 C -0.067
28 O 0.315
29 C -1.058
30 S 0.801
31 S 0.905
32 C -0.465
33 C -0.320
34 C -0.130
35 H 0.075
36 H 0.067
37 H 0.042
38 H 0.086
39 H 0.102
40 H 0.107
41 H 0.105
42 H 0.111
43 H 0.082
44 H 0.106
45 H 0.122
46 H 0.080
47 H 0.119
48 H 0.083
49 H 0.117
50 H 0.123
51 H 0.117
52 H 0.125
53 H 0.136
54 H 0.124
55 H 0.068
56 H 0.082
57 H 0.072
58 H 0.115
59 H 0.100
60 H 0.117
61 H 0.066
62 H 0.085
63 H 0.068
64 H 0.071
65 H 0.079
66 H 0.066
67 H 0.048
68 H 0.078
69 H 0.092
70 H 0.093
71 H 0.042
72 H 0.059
73 H 0.068
74 C -0.055
75 C -0.304
76 O 0.123
77 C -0.551
78 O 0.183
79 O 0.075
80 F 0.074
81 H 0.116
82 H 0.142
83 H 0.173
84 C -0.056
85 C -0.306
86 O 0.117
87 C -0.552
88 O 0.174
89 O 0.084
90 F 0.077
91 H 0.150
92 H 0.075
93 H 0.153
94 C -0.034
95 C -0.318
96 O 0.138
97 C -0.551
98 O 0.159
99 O 0.053

***

DFT (ωB97M-V/def2-TZVPD) results for a molecular structure, C29H31FI2N3O5PTc.

Results
- HOMO-LUMO gap (alpha / beta) (Eh) = 0.18174 / 0.18372
- LUMO energy (alpha / beta) (eV) = -8.812 / -8.761
- spin multiplicity = 2
- HOMO level (alpha / beta) (Eh) = -0.5056 / -0.5057
- total charge = +2

XYZ file:
```
73
C29H31FI2N3O5PTc | OMol25 | ωB97M-V/def2-TZVPD
Tc 0.8731 0.2258 0.3109
I -2.1617 -3.7828 -0.8771
C -1.5569 -3.1069 0.9603
C -1.8122 -3.8294 2.1220
C -1.3729 -3.3987 3.3669
I -1.7519 -4.5758 4.9914
C -0.6528 -2.1535 3.4932
C -0.1631 -1.6118 4.6880
C 0.5372 -0.4204 4.6612
C 0.7509 0.2273 3.4542
N 0.2874 -0.2546 2.2925
C -0.4007 -1.4332 2.3219
C -0.8185 -1.9062 1.0467
O -0.4691 -1.2052 0.0171
H -2.3475 -4.7672 2.0488
H -0.3241 -2.1276 5.6266
H 0.9308 0.0128 5.5701
H 1.3109 1.1515 3.4090
F 1.6171 -3.8892 2.7051
C 1.5043 -4.1678 1.4007
C 1.8565 -3.2776 0.4779
N 1.7163 -3.5167 -0.8738
C 1.7804 -2.4181 -1.8358
C 2.8018 -1.3883 -1.3913
O 3.9768 -1.5226 -1.3794
O 2.2206 -0.2261 -0.8995
C 1.2986 -4.7608 -1.3463
O 1.1626 -4.9958 -2.5206
N 0.9940 -5.6743 -0.3491
C 0.9706 -5.4799 1.0301
O 0.5435 -6.2947 1.8062
H 2.3049 -2.3374 0.7747
H 0.8031 -1.9441 -1.9167
H 2.0527 -2.8331 -2.8028
H 0.6784 -6.5764 -0.6801
C -2.9178 0.9014 -1.0670
C -2.2403 2.1703 -0.5316
C -2.7187 2.4210 0.9015
C -2.6125 3.3567 -1.4355
P -0.3958 1.9891 -0.5972
C 0.0940 1.7681 -2.3235
C -0.2384 0.5373 -2.9050
C 0.1073 0.2657 -4.2175
C 0.7999 1.2113 -4.9632
C 1.1459 2.4263 -4.3905
C 0.7981 2.7064 -3.0778
C 0.5813 3.3094 0.2842
C 0.5701 4.7343 -0.2751
C 0.1276 3.3935 1.7564
C 1.9998 2.7011 0.2789
H -3.9937 1.0243 -0.9298
H -2.6124 0.0008 -0.5321
H -2.7444 0.7597 -2.1316
H -3.8095 2.4178 0.8954
H -2.4022 3.3892 1.2840
H -2.3936 1.6393 1.5942
H -3.6983 3.4710 -1.4103
H -2.3174 3.1860 -2.4711
H -2.1761 4.2964 -1.0963
H -0.7580 -0.2199 -2.3308
H -0.1614 -0.6858 -4.6592
H 1.0725 0.9992 -5.9886
H 1.6886 3.1642 -4.9661
H 1.0863 3.6586 -2.6637
H -0.4282 5.1660 -0.2170
H 0.9211 4.8254 -1.2977
H 1.2232 5.3482 0.3507
H -0.6632 4.1271 1.8920
H 0.9776 3.7206 2.3608
H -0.2347 2.4439 2.1553
H 2.3942 2.4490 -0.7026
H 2.0937 1.7990 0.9543
H 2.6943 3.3870 0.7699
```

The Löwdin scheme yields these atomic charges, measured in e:
1 Tc 1.416
2 I 1.156
3 C -0.621
4 C -0.196
5 C -0.652
6 I 1.138
7 C -0.196
8 C 0.037
9 C 0.013
10 C -0.072
11 N -0.032
12 C -0.172
13 C -0.434
14 O -0.244
15 H 0.101
16 H 0.093
17 H 0.132
18 H 0.119
19 F 0.110
20 C -0.182
21 C 0.020
22 N 0.031
23 C -0.032
24 C -0.486
25 O 0.215
26 O -0.238
27 C -0.502
28 O 0.109
29 N 0.226
30 C -0.399
31 O 0.134
32 H 0.138
33 H 0.094
34 H 0.152
35 H 0.182
36 C -0.069
37 C -0.655
38 C -0.071
39 C -0.048
40 P 1.097
41 C -0.344
42 C -0.121
43 C -0.039
44 C -0.025
45 C -0.031
46 C -0.059
47 C -0.648
48 C -0.043
49 C -0.090
50 C -0.106
51 H 0.107
52 H 0.067
53 H 0.083
54 H 0.105
55 H 0.072
56 H 0.084
57 H 0.111
58 H 0.092
59 H 0.076
60 H 0.082
61 H 0.124
62 H 0.125
63 H 0.125
64 H 0.087
65 H 0.084
66 H 0.069
67 H 0.110
68 H 0.086
69 H 0.105
70 H 0.043
71 H 0.083
72 H 0.050
73 H 0.121